C6H12O | ωB97M-V/def2-TZVPD

Structure (XYZ):
```
19
Properties=species:S:1:pos:R:3:forces:R:3
C 0.863 0.939 -0.830 -1.88 -0.16 -0.85
C 0.750 -0.161 0.169 0.44 -0.18 0.29
C -0.075 0.121 1.431 -0.01 0.09 0.10
C -0.702 -1.245 1.714 0.00 -0.16 -0.10
O -0.778 -1.905 0.414 -0.62 -0.47 0.97
C -0.046 -1.216 -0.436 0.56 -0.38 -0.75
C -0.855 0.799 -1.645 0.55 1.01 -0.20
H 2.401 1.165 -0.097 0.35 0.24 0.04
H 1.482 0.743 -1.697 0.07 0.10 0.13
H 0.716 1.962 -0.505 0.24 -0.04 -0.02
H 1.785 -0.474 0.465 -0.33 -0.08 0.02
H -0.850 0.864 1.219 0.11 -0.10 0.02
H 0.546 0.483 2.255 -0.12 -0.06 -0.07
H -1.714 -1.221 2.121 0.15 0.06 -0.02
H -0.070 -1.879 2.344 -0.07 0.13 -0.01
H 0.115 -1.693 -1.396 0.07 0.10 0.16
H -1.555 1.302 -0.970 0.19 -0.10 -0.03
H -0.635 1.476 -2.475 -0.17 0.06 0.10
H -1.378 -0.059 -2.081 0.48 -0.04 0.24
```
Forces are in eV/Å.

Properties
LUMO energy (alpha / beta) in eV: 0.926 / -0.155
Multiplicity: 1
Charge: 0
Energy relative to the best compared isomer or geometry (same formula, charge and spin) in eV: 7.050
Frontier orbital gap (alpha / beta) in eV: 8.63 / 6.13
HOMO energy (alpha / beta) in hartree: -0.28324 / -0.23113